Entry 1:
Here is C14H33F5N12NbO6 as an isolated structure at a distorted geometry from OMol25. Energies are from wB97M-V/def2-TZVPD.

Results
gap between HOMO and LUMO	5.66	eV
HOMO energy	-0.15509	hartree
strongest force on any atom	4.37	eV/Å
total charge	-1

Each line ends with the Mulliken charge.
Cartesian coordinates (Å):
F  -1.88741  2.60791  -0.04442  -0.247
C  -1.93631  1.76518  -1.21747  0.828
F  -2.13571  2.68620  -2.31269  -0.229
F  -3.05612  0.91417  -1.02307  -0.265
C  -0.53822  1.01843  -1.28544  0.067
C  -0.32351  -0.51159  -1.32394  -0.631
C  1.10451  -1.16394  -1.35099  -0.130
C  2.36293  -0.25808  -1.33215  -0.704
C  2.15821  1.28810  -1.32399  0.327
C  3.37881  2.35435  -1.29639  0.078
F  4.59901  1.72814  -1.76146  -0.345
F  2.99266  3.44709  -2.16138  -0.289
Nb  3.55949  2.99801  0.93388  -0.912
C  0.73113  1.94302  -1.30232  -0.046
H  -1.24323  -1.20338  -1.31116  0.275
H  1.27065  -2.30803  -1.35649  0.264
H  3.43759  -0.63267  -1.31740  0.303
H  1.75823  3.32542  1.00566  0.174
H  3.88205  4.73257  0.49772  0.011
H  5.32421  2.53611  0.88856  -0.022
H  3.16022  1.26647  1.37747  0.005
H  3.73877  3.37128  2.71582  0.159
H  0.59110  3.08701  -1.29934  0.206
C  -1.96403  3.73153  -6.18831  0.648
O  -2.22282  3.40366  -7.33807  -0.678
N  -2.80492  3.49305  -5.15270  -0.318
N  -0.81280  4.36208  -5.84899  -0.347
H  -2.61117  3.75338  -4.20277  0.174
H  -3.67081  3.02537  -5.36393  0.181
H  -0.16081  4.55691  -6.59070  0.201
H  -0.58129  4.63852  -4.91169  0.180
C  1.05174  -5.11470  0.26320  0.569
O  0.51269  -4.13711  -0.24152  -0.666
N  0.35503  -6.18585  0.70686  -0.239
N  2.39491  -5.20657  0.42036  -0.394
H  0.77787  -6.99781  1.12410  0.174
H  -0.64651  -6.15430  0.60705  0.163
H  2.94895  -4.42771  0.10218  0.220
H  2.85655  -5.99724  0.83093  0.152
C  0.33493  6.46922  -0.26829  0.515
O  0.82916  5.36649  -0.40878  -0.354
N  0.98208  7.48426  0.35766  -0.424
N  -0.90699  6.78122  -0.72492  -0.383
H  0.59440  8.40082  0.48505  0.134
H  1.90640  7.28986  0.71034  0.245
H  -1.41900  6.05260  -1.19492  0.194
H  -1.33166  7.68426  -0.61864  0.147
C  -3.32598  -3.79219  -0.99559  0.794
O  -2.98333  -4.12787  -2.11909  -0.667
N  -2.43873  -3.53653  -0.00432  -0.285
N  -4.63018  -3.64584  -0.64228  -0.422
H  -2.70316  -3.26004  0.92364  0.156
H  -1.45551  -3.63310  -0.22547  0.154
H  -5.32076  -3.82667  -1.35207  0.225
H  -4.93371  -3.37091  0.27385  0.157
C  -0.91161  -9.21048  2.33619  0.663
O  -0.07086  -8.32425  2.28788  -0.702
N  -0.90375  -10.27244  1.49431  -0.386
N  -1.92433  -9.20715  3.23617  -0.407
H  -1.58434  -11.00964  1.51755  0.166
H  -0.16562  -10.31017  0.81012  0.215
H  -1.96392  -8.43323  3.87959  0.224
H  -2.62445  -9.92395  3.29287  0.163
C  1.21854  3.41708  5.06250  0.523
O  1.55246  3.07423  3.94510  -0.504
N  2.11750  3.67875  6.04735  -0.387
N  -0.08299  3.56926  5.42537  -0.407
H  1.86383  3.96290  6.97568  0.149
H  3.09276  3.57694  5.81595  0.234
H  -0.77931  3.38436  4.72171  0.228
H  -0.37920  3.85136  6.34180  0.142

---

Entry 2:
Here is CH3Br2O2P as an isolated structure at a distorted geometry from OMol25. Energies are from wB97M-V/def2-TZVPD.

Results
2S+1	3
gap between HOMO and LUMO (alpha / beta)	8.06 / 7.39	eV
energy relative to the best compared isomer or geometry (same formula, charge and spin)	7.0	kcal per mole
expectation value of S²	2.0091
HOMO energy (alpha / beta)	-0.27360 / -0.38407	hartree
strongest force on any atom	2.98	eV/Å

Each line ends with the Mulliken spin population.
Cartesian coordinates (Å):
C  -0.53615  0.49031  1.57393  -0.008
O  -2.97513  -1.48872  1.71876  0.079
O  -0.33710  -0.42075  0.63280  0.893
P  -2.16109  -1.80971  0.55019  0.522
Br  -1.25181  -3.76596  0.24477  0.175
Br  -3.02538  -1.50440  -1.36377  0.151
H  -0.21424  1.54567  1.33345  0.067
H  0.03253  0.26473  2.51232  0.119
H  -1.51762  0.61065  1.84133  0.003

---

Entry 3:
Here is C12H37N6O3P2Rb as an isolated structure at a distorted geometry from OMol25. Energies are from wB97M-V/def2-TZVPD.

Results
gap between HOMO and LUMO	6.02	eV
energy relative to the best compared isomer or geometry (same formula, charge and spin)	14.1	kcal per mole
HOMO energy	-0.21645	hartree
strongest force on any atom	1.41	eV/Å

Each line ends with the Mulliken charge.
Cartesian coordinates (Å):
Rb  0.34218  16.19444  2.58138  0.953
O  -2.51906  16.22563  2.63871  -1.019
H  -2.18073  16.22070  1.73430  0.107
O  2.64809  15.46031  1.28640  -0.916
P  3.10430  14.63513  0.14706  0.131
N  2.24452  14.94567  -1.23561  0.745
C  0.83835  15.32002  -1.11249  -0.878
C  2.53305  14.23444  -2.48271  -1.162
N  3.07716  12.99326  0.40593  0.336
C  3.72713  11.99031  -0.43418  -1.181
C  2.60628  12.48979  1.70380  -1.129
N  4.65659  14.94951  -0.35155  0.404
C  4.96065  16.20452  -1.02431  -0.929
C  5.80436  14.31475  0.26688  -1.049
H  0.74345  16.17271  -0.44035  -0.063
H  0.23931  14.54600  -0.60531  0.352
H  0.38046  15.55383  -2.06945  0.456
H  3.55668  13.87160  -2.42048  0.428
H  2.57848  14.97052  -3.29092  0.356
H  1.79803  13.45402  -2.67671  0.282
H  3.00293  11.52088  -1.10758  0.251
H  4.42860  12.47708  -1.10835  0.492
H  4.21452  11.24991  0.19724  0.402
H  2.41665  13.35821  2.33177  0.289
H  1.67506  11.93590  1.58055  0.318
H  3.38394  11.89832  2.19098  0.358
H  5.82439  16.01258  -1.66661  0.342
H  4.13242  16.48168  -1.67192  0.207
H  5.19479  17.01181  -0.32564  0.289
H  6.11216  14.81955  1.18631  0.291
H  6.62839  14.29184  -0.45242  0.363
H  5.61662  13.26134  0.45834  0.347
O  -0.23073  18.03662  0.36851  -0.696
P  -0.45864  19.42945  -0.05963  -0.136
N  0.56979  20.50597  0.67527  0.422
C  1.19546  20.15432  1.95550  -0.940
C  0.65481  21.89501  0.31212  -1.087
N  -1.98908  19.93871  0.18698  0.475
C  -2.59202  21.00648  -0.62087  -1.156
C  -2.73617  19.48836  1.35211  -1.024
N  -0.16875  19.67239  -1.67548  0.224
C  -1.13041  19.04593  -2.59060  -1.035
C  1.20950  19.48839  -2.13062  -0.995
H  1.59466  19.14244  1.89047  0.027
H  0.42263  20.29851  2.71107  0.321
H  2.09183  20.75306  2.11989  0.375
H  0.32028  22.55835  1.11848  0.350
H  0.17167  22.11337  -0.63666  0.344
H  1.69340  22.20989  0.11883  0.379
H  -3.36466  20.55551  -1.25112  0.269
H  -3.08260  21.70520  0.05873  0.290
H  -1.80535  21.46251  -1.21012  0.490
H  -2.12700  18.83172  1.97482  0.375
H  -3.06782  20.33953  1.95513  0.278
H  -3.59974  18.89198  1.04981  0.326
H  -1.98721  19.70234  -2.72634  0.235
H  -0.65842  18.84310  -3.55036  0.453
H  -1.46340  18.06303  -2.23873  0.321
H  1.29681  19.83179  -3.16109  0.380
H  1.51790  18.43435  -2.12528  0.259
H  1.85726  20.06452  -1.47199  0.303